Record 1
A molecular structure, C31H46Cl3N4O6PTeY. Source: the OMol25 dataset; level of theory: ωB97M-V with the def2-TZVPD basis set.

Structure (XYZ):
```
93
Properties=species:S:1:pos:R:3:forces:R:3
Y -0.63316 -0.33078 0.44566 0.57 -0.29 -0.79
N -3.14021 -0.31163 0.38333 -0.05 -0.10 0.01
C -3.64907 0.75961 -0.48704 -0.02 0.04 -0.01
C -2.78654 2.01829 -0.33740 0.01 -0.02 0.20
O -3.26490 3.11071 -0.66402 -0.01 0.00 -0.12
N -1.59164 1.75139 0.17894 0.06 0.04 -0.20
C -0.73929 2.87112 0.52946 0.08 0.13 0.03
C 0.71387 2.40803 0.68074 0.02 0.01 -0.09
O 1.62844 3.19085 0.48335 0.00 -0.01 0.06
O 0.85463 1.15641 1.00563 -0.05 0.11 0.10
H -3.18543 -0.00922 1.35683 -0.08 -0.01 0.03
H -3.70545 -1.14717 0.30064 0.01 -0.05 0.03
H -3.60721 0.41431 -1.52249 -0.02 0.03 -0.01
H -4.68472 1.03252 -0.27352 0.02 0.02 0.03
H -0.79072 3.69797 -0.18226 0.02 -0.05 -0.05
H -1.03726 3.27878 1.50484 -0.03 0.03 -0.04
Cl 1.23835 -4.09597 2.97100 -0.01 0.02 0.08
C 1.25007 -4.18764 1.21216 0.02 -0.12 -0.13
Cl 0.36320 -5.63973 0.68471 0.02 0.06 0.01
Cl 2.91613 -4.29985 0.62019 -0.01 0.02 0.02
C 0.55006 -2.89824 0.68802 -0.13 0.10 -0.10
O -0.68625 -2.93720 0.55556 -0.01 0.06 -0.06
O 1.26103 -1.89246 0.48717 0.05 -0.04 0.00
C -3.54005 -3.24814 -1.45450 -0.02 0.02 0.07
C -2.26291 -3.44626 -2.25944 0.08 -0.09 -0.07
P -1.20436 -1.94597 -2.37936 -0.02 0.11 0.17
C -2.01132 -0.92412 -3.69041 -0.06 0.01 -0.02
C -2.35411 -1.57381 -5.02641 0.01 -0.04 -0.04
C 0.19675 -2.64964 -3.35012 -0.04 0.05 -0.13
C 1.14137 -3.53707 -2.54976 0.05 -0.03 0.04
H -4.15905 -4.14653 -1.47091 0.00 0.00 -0.03
H -4.14704 -2.42211 -1.83597 0.01 0.01 -0.01
H -3.28646 -3.04963 -0.41243 0.00 0.00 0.00
H -2.47157 -3.83086 -3.26248 -0.03 0.01 0.02
H -1.64457 -4.19401 -1.75597 0.01 0.02 0.00
H -1.32343 -0.08577 -3.83921 -0.02 -0.04 0.01
H -2.90858 -0.48242 -3.25067 -0.01 -0.03 0.01
H -1.46330 -1.92626 -5.54717 0.00 0.00 0.01
H -2.85600 -0.86306 -5.68600 0.00 0.02 0.01
H -3.02380 -2.42609 -4.89991 0.00 0.01 0.00
H 0.74523 -1.80411 -3.77750 0.01 0.01 0.03
H -0.22333 -3.20685 -4.19320 0.02 -0.02 0.02
H 1.66749 -2.96872 -1.78526 0.00 0.01 0.02
H 1.89212 -3.98881 -3.20075 0.00 0.01 -0.01
H 0.61536 -4.35053 -2.04704 -0.02 0.00 -0.01
C -0.18354 6.07449 -4.56525 0.00 0.02 0.00
C -0.04401 4.90639 -5.53098 -0.02 -0.05 -0.03
N 0.06934 3.61562 -4.85287 -0.11 0.13 0.16
C -1.10025 2.75024 -4.86750 0.08 -0.13 -0.15
C -2.23888 3.22707 -3.98297 -0.05 0.07 0.15
C 1.26717 3.33423 -4.28019 0.16 -0.03 -0.08
O 2.23730 4.06240 -4.45369 -0.08 0.01 0.03
C 1.45678 2.08706 -3.45676 0.06 -0.03 -0.03
C 2.68612 1.45010 -3.59159 -0.07 -0.01 0.00
C 2.96640 0.35014 -2.80563 0.01 -0.02 0.04
C 2.01855 -0.07131 -1.88777 0.04 0.13 0.07
N 0.84083 0.53626 -1.73664 -0.06 -0.20 -0.01
C 0.57598 1.59684 -2.50006 -0.10 0.05 0.02
H -0.23145 7.01609 -5.11549 0.00 -0.01 -0.01
H 0.67697 6.11320 -3.89957 0.01 -0.01 0.00
H -1.08662 5.98310 -3.96190 0.00 -0.01 0.01
H 0.83879 5.04485 -6.15542 0.01 0.00 0.01
H -0.91406 4.84200 -6.18755 -0.01 0.01 0.01
H -0.78447 1.74193 -4.60540 -0.01 0.09 0.06
H -1.44173 2.69287 -5.90700 -0.01 -0.03 0.01
H -1.91286 3.43946 -2.96467 0.00 0.00 0.02
H -3.02484 2.47448 -3.91141 -0.02 -0.04 -0.08
H -2.68938 4.13933 -4.37800 0.01 0.00 0.00
H 3.40383 1.84963 -4.29495 0.02 -0.01 0.00
H 3.91362 -0.16739 -2.87167 0.01 0.02 -0.01
H 2.21349 -0.89659 -1.21598 0.01 -0.02 -0.02
H -0.37352 2.08023 -2.29747 0.00 0.02 -0.03
C -4.99876 -3.32406 7.22220 -0.04 -0.03 0.03
C -4.01864 -2.65632 6.29656 0.01 0.02 0.00
C -3.87863 -3.05072 4.98053 0.00 0.00 0.01
C -2.95204 -2.46046 4.11823 -0.01 -0.06 -0.01
C -2.89641 -3.01063 2.71890 0.07 0.09 0.02
C -2.12829 -1.42451 4.57504 -0.05 0.01 0.00
Te -0.69203 -0.36571 3.39212 -0.13 0.02 0.65
C -2.25635 -1.02192 5.92323 -0.04 0.01 -0.02
C -1.41728 0.07814 6.51259 0.02 0.05 0.02
C -3.19109 -1.63441 6.74682 0.02 -0.03 0.02
H -5.71208 -3.93558 6.66823 0.01 0.00 -0.01
H -5.56368 -2.59259 7.80348 0.01 0.01 -0.01
H -4.48729 -3.97723 7.93392 0.00 0.00 0.00
H -4.50425 -3.85232 4.59600 0.00 0.00 0.00
H -2.70517 -4.08632 2.73140 -0.02 -0.01 0.01
H -2.09613 -2.55778 2.14233 -0.11 -0.01 0.03
H -3.85169 -2.85706 2.20560 0.00 0.01 -0.03
H -1.66038 1.04324 6.06245 0.01 -0.01 -0.02
H -0.35550 -0.08282 6.32434 0.00 -0.02 0.01
H -1.57958 0.14343 7.58965 -0.01 0.01 0.00
H -3.27296 -1.30106 7.77745 0.00 -0.01 0.01
```
Forces are in eV/Å.

Output
HOMO   -4.20 eV
Total charge   -1
Kohn-Sham gap   0.2322 hartree

Mulliken atomic charge list, values in e, 4 entries: Y 0.1289; N -0.3429; C -0.1317; C 0.5543

=====

Record 2
A single C4H10O2 molecule. Source: the OMol25 dataset; level of theory: ωB97M-V with the def2-TZVPD basis set.

Structure (XYZ):
```
16
Properties=species:S:1:pos:R:3:forces:R:3
C 2.18106 0.01217 -0.06965 -0.02 0.25 0.33
O 1.37681 -0.76083 -0.93673 -0.38 -0.14 0.12
C -0.06510 -0.56009 -1.02081 0.17 0.07 0.05
C -0.70282 -0.12667 0.30558 0.39 0.46 0.00
C -1.70082 1.02472 0.32054 -0.04 0.01 -0.07
O -1.25655 -1.19156 1.05678 0.01 -0.35 -0.11
H 2.87723 -0.65077 0.45956 -0.05 0.06 -0.34
H 2.73863 0.81084 -0.57688 -0.08 -0.28 -0.23
H 1.59714 0.50395 0.71318 0.51 0.03 -0.12
H -0.43105 -1.54964 -1.32371 -0.08 0.30 0.02
H -0.29577 0.15292 -1.82566 0.16 -0.03 0.18
H 0.14850 0.29211 0.84231 -0.48 -0.20 0.34
H -1.70334 1.42857 1.33893 -0.16 -0.02 -0.18
H -2.72696 0.73692 0.07688 0.18 -0.12 -0.13
H -1.37654 1.82483 -0.35280 -0.06 -0.12 0.06
H -0.66040 -1.94747 0.99248 -0.07 0.07 0.09
```
Forces are in eV/Å.

Output
HOMO   -9.65 eV
Structure (SMILES)   COC[C@@H](C)O
Kohn-Sham gap   0.3863 hartree

natural (NBO) atomic charge list, values in e, 4 entries: C -0.2458; O -0.5548; C -0.0864; C 0.0580

=====

Record 3
A molecular structure, C17H17NO4. Source: the OMol25 dataset; level of theory: ωB97M-V with the def2-TZVPD basis set.

Structure (XYZ):
```
39
Properties=species:S:1:pos:R:3:forces:R:3
C -2.39169 -2.18199 -1.24578 6.29 -6.66 -11.42
H -2.81239 -3.12853 -1.14091 -0.87 -2.12 -0.30
H -2.38646 -1.81867 -2.40929 0.01 -1.64 1.56
H -1.33660 -2.31424 -1.08697 0.91 0.31 0.85
O -2.97656 -1.34441 -0.65874 -6.64 11.29 12.44
C -3.78018 -0.30541 -1.03735 3.45 -0.54 6.76
O -4.05347 -0.27508 -2.09846 -3.91 0.64 -12.95
C -4.26334 0.81579 -0.18968 -0.39 -4.53 5.47
O -3.59869 0.82313 1.05367 2.86 -0.90 2.88
C -2.17203 1.03902 1.12668 -5.55 1.89 -5.64
C -1.56178 1.69430 0.03372 -1.17 -1.52 -4.97
C -0.23813 1.83554 0.00185 5.79 -1.11 2.86
C 0.54143 1.42828 1.21147 -2.50 3.25 3.54
C -0.17575 1.29695 2.47576 0.06 -3.01 -3.63
C -1.55790 0.92601 2.22657 1.71 -1.22 10.95
H -2.18530 0.59260 3.33964 1.63 0.86 -3.89
H 0.34489 0.94511 3.43879 -0.89 1.17 -1.60
H 1.53555 1.77170 1.47973 0.32 -0.32 -1.18
N 0.65035 2.24501 -1.11643 -12.59 3.05 3.86
C 1.78564 1.87420 -1.33740 7.96 1.25 -8.51
O 2.27856 2.40757 -2.47894 -0.34 -2.30 4.65
C 2.36776 0.80050 -0.58567 6.31 -0.82 -1.08
C 1.80148 -0.36500 -0.42723 -5.09 -5.44 1.53
C 2.38207 -1.49312 0.31288 3.72 6.47 -4.95
C 3.77866 -1.23503 0.25307 -2.81 -12.74 7.91
C 4.55382 -0.21377 0.20968 -1.19 0.06 -1.31
C 3.84135 0.63259 -0.40757 -2.46 14.19 -3.55
H 4.39303 1.89396 -0.66597 -1.50 -3.92 0.69
H 5.43229 -0.18584 0.60313 5.51 0.45 1.64
H 4.32281 -2.26280 1.05655 -1.17 2.52 -2.63
C 1.70173 -2.69823 0.36255 -1.66 -5.18 2.93
H 2.26169 -3.52985 0.86467 0.11 0.92 0.05
H 1.44212 -3.25203 -0.50299 -0.19 0.30 -1.73
H 0.75557 -2.72029 0.94414 0.38 0.63 -0.20
H 0.73884 -0.64637 -0.77223 1.27 1.13 0.55
H 0.09011 2.95818 -1.64503 1.91 -1.05 -0.18
H -1.95759 1.62197 -1.11596 0.14 0.65 3.06
H -4.26317 1.80622 -0.27410 -0.05 3.97 -3.42
H -5.28873 0.56199 0.20214 0.61 0.00 -1.03
```
Forces are in eV/Å.

Output
HOMO   -8.83 eV
Kohn-Sham gap   0.3281 hartree

natural (NBO) atomic charge list, values in e, 4 entries: C -0.1840; H 0.1631; H 0.1292; H 0.1565

=====

Record 4
A molecular structure, C22H49N2OP3ReS. Source: the OMol25 dataset; level of theory: ωB97M-V with the def2-TZVPD basis set.

Structure (XYZ):
```
79
Properties=species:S:1:pos:R:3:forces:R:3
Re 0.08937 0.47187 -1.00023 -0.43 -1.68 2.48
P 1.56526 1.26812 0.48087 3.28 1.84 2.43
P -0.93136 2.48306 -1.23672 -1.00 1.44 -0.14
P 2.04864 -0.47683 -2.20984 1.95 -0.61 -1.07
H -1.73828 -4.09636 0.52970 0.08 0.57 0.21
C -0.70811 -3.85790 0.24112 1.15 -0.07 1.19
C 0.34691 -3.29643 1.13708 -0.39 -0.33 -1.29
H 0.03539 -3.59459 2.12861 -0.25 0.26 0.62
C 1.16494 1.90450 2.17580 -0.72 -0.13 0.04
C 2.51829 2.77090 -0.03682 0.12 -0.29 -0.03
C 2.92178 0.19523 1.11530 0.37 0.19 0.00
C -2.73159 2.13167 -1.42776 0.23 0.21 -0.21
C -0.96481 3.76572 0.07614 0.25 -0.29 -0.44
C -0.38438 3.19384 -2.84901 -0.02 -0.23 0.56
C 2.93273 -1.94173 -1.52159 -0.28 0.07 0.44
C 3.43746 0.67024 -2.57301 -0.25 0.14 0.16
C 1.72945 -1.12838 -3.89274 -0.46 0.11 -0.02
H -0.40019 -4.40090 -0.65192 0.02 0.45 -0.34
H 1.20606 -3.90325 0.82863 0.42 0.25 0.06
H 1.19956 1.08298 2.90791 -0.12 0.39 -0.30
H 0.19696 2.41399 2.22899 0.21 -0.12 0.11
H 1.96483 2.61639 2.41664 -0.33 -0.27 0.10
H 1.85090 3.52947 -0.46976 0.28 -0.21 0.08
H 3.31352 2.52183 -0.75025 -0.30 0.24 0.19
H 2.97155 3.17866 0.87869 0.06 0.01 -0.56
H 2.59187 -0.82864 1.33893 0.04 0.21 -0.08
H 3.26174 0.64945 2.05827 0.14 -0.22 -0.38
H 3.77239 0.16294 0.42175 -0.20 -0.14 0.25
H -3.04999 2.87281 -2.18363 -0.38 -0.33 0.45
H -3.21565 2.29362 -0.44850 0.06 -0.03 -0.66
H -2.93715 1.10993 -1.78739 0.06 0.61 0.25
H -1.13671 4.71928 -0.45238 0.00 -0.18 0.55
H -0.02465 3.78634 0.65056 -0.51 0.28 -0.35
H -1.81241 3.49804 0.73289 0.46 0.37 -0.24
H -1.01888 4.08645 -3.00251 0.47 -0.30 -0.23
H -0.54104 2.43071 -3.63834 0.01 0.58 0.40
H 0.68911 3.45233 -2.79342 -0.56 0.08 -0.13
H 3.86724 -2.06965 -2.08837 -0.33 -0.05 0.10
H 2.30313 -2.83406 -1.63246 0.21 0.12 -0.12
H 3.17672 -1.82865 -0.46087 0.05 0.01 -0.33
H 3.99974 0.23889 -3.41351 -0.07 0.19 0.33
H 4.09666 0.78279 -1.70215 -0.15 0.01 -0.34
H 3.03126 1.64753 -2.86631 0.27 -0.22 0.01
H 2.67606 -1.16356 -4.45439 -0.38 -0.04 0.22
H 1.00731 -0.48994 -4.41423 0.28 -0.12 -0.07
H 1.30428 -2.13687 -3.81575 0.21 0.26 -0.13
C -1.61954 -0.74332 -3.37482 1.01 0.79 0.34
C -2.64501 -0.17100 -4.18308 -0.51 -0.47 -1.19
C -3.10897 -0.86212 -5.29911 0.21 1.27 1.22
C -2.67614 -2.15531 -5.59685 -0.35 0.64 -0.37
C -1.85143 -2.77594 -4.67636 1.63 -1.18 1.86
C -1.33707 -2.12310 -3.56052 -0.41 -0.84 -0.90
O -0.88084 0.04126 -2.60901 -2.84 -2.12 -3.33
H 0.72948 -2.19180 1.18278 -1.03 -1.91 -0.89
H -3.00002 0.81697 -3.94120 0.01 0.19 -0.23
H -3.79491 -0.37587 -5.94660 -0.57 0.36 -0.46
H -2.97818 -2.65253 -6.51097 -0.07 -0.02 0.08
H -1.57623 -3.81576 -4.85513 -0.02 0.21 0.13
H -0.68975 -2.62300 -2.84912 0.06 -0.04 -0.21
C -0.36345 1.46792 5.32677 0.59 0.19 -0.16
C -1.68862 0.85341 5.04078 -1.33 -0.60 -0.39
N -1.94040 0.49486 3.57119 1.00 -0.11 -0.96
C -1.11933 -0.19154 2.78456 0.49 0.56 -0.25
S -1.33562 0.11791 0.79366 -0.83 -0.84 1.95
N -0.21952 -1.05936 3.26125 -0.80 0.36 -0.51
C -0.27711 -1.79688 4.57744 0.96 0.35 -0.07
C -1.57274 -2.50765 4.82858 -0.15 -0.11 -0.16
H 0.46155 0.76653 5.22835 0.12 0.04 -0.03
H -0.35995 1.81286 6.35764 -0.05 0.05 0.10
H -0.16648 2.32412 4.68669 -0.02 0.14 0.04
H -1.87742 -0.05822 5.61169 0.07 0.27 0.07
H -2.50019 1.54463 5.28451 0.10 -0.13 -0.12
H -2.65486 1.02944 3.08042 0.15 -0.11 0.23
H 0.49886 -1.34524 2.60824 -0.29 0.32 0.52
H 0.55292 -2.51591 4.53391 -0.16 0.23 -0.03
H -0.01665 -1.08534 5.36650 -0.11 -0.29 -0.09
H -1.75162 -3.25308 4.05531 -0.16 -0.10 0.00
H -1.50151 -3.02533 5.78407 -0.06 0.00 0.02
H -2.41515 -1.82339 4.86439 -0.16 -0.12 0.01
```
Forces are in eV/Å.

Output
HOMO (spin up / spin down)   -18.89 / -19.03 eV
Total charge   +4
Spin multiplicity   4
Kohn-Sham gap (spin up / spin down)   0.1386 / 0.1420 hartree

Mulliken atomic charge list, values in e, 4 entries: Re 0.4594; P 1.2685; P 0.9260; P 0.5184

=====

In the order shown, the computed electronic energy values come out to -3907.96760; -308.83052; -1013.18843; -2551.30235 Eh.
In the order shown, the computed M values come out to 924.57; 90.12; 299.33; 668.84 g/mol.